No. 1
Molecular formula: C7H14N2O2
Method: DFT, wB97M-V/def2-TZVPD

Computed properties:
Frontier orbital gap in eV: 9.670
Electronic energy in Ha: -534.84765
Energy above the lowest of the compared OMol25 structures with the same formula, charge and spin in kJ/mol: 659.4
LUMO energy in eV: 0.0

```
! wB97M-V def2-TZVPD RIJCOSX def2/J DEFGRID3
* xyz 0 1
C -0.35583 -0.21241 1.95574
C -0.36237 -0.04952 0.67268
C 1.10701 1.86164 0.12745
C 0.18340 0.54718 -1.73583
C 1.83096 -0.59316 -0.15106
C -2.85690 -1.62925 0.27494
C 0.69256 0.45102 -0.30097
N -2.26315 -0.38857 -0.09545
N -3.00881 0.70964 -0.10702
O -2.39568 1.75326 -0.01396
O -4.21701 0.65514 -0.27633
H -1.19293 -0.34541 2.64004
H 0.56877 0.19852 2.48444
H 0.14612 2.41588 0.17763
H 1.65766 1.71700 1.11841
H 1.90336 2.16204 -0.60491
H -0.88215 0.82516 -1.56231
H 0.71946 1.26986 -2.15825
H 0.26393 -0.43806 -2.30022
H 1.67134 -1.37764 -0.90722
H 1.73773 -0.97925 0.85904
H 2.70276 -0.03343 -0.14451
H -3.90071 -1.37885 0.22652
H -2.76038 -2.41774 -0.41314
H -2.50520 -1.88472 1.31559
*
```

Atom charges from the Mulliken analysis, given in e for atoms 1 to 8: number 1, C, carries -0.73; number 2, C, carries -0.08; number 3, C, carries -1.37; number 4, C, carries -1.52; number 5, C, carries -1.57; number 6, C, carries -0.87; number 7, C, carries 1.68; number 8, N, carries -0.28



No. 2
Molecular formula: C7H14N2O2
Method: DFT, wB97M-V/def2-TZVPD

Computed properties:
Frontier orbital gap in eV: 9.492
Electronic energy in Ha: -534.99653
Energy above the lowest of the compared OMol25 structures with the same formula, charge and spin in kJ/mol: 268.5
SMILES string: CCCN(C)C(=O)/C=[N+](/C)[O-]
LUMO energy in eV: 0.7

```
! wB97M-V def2-TZVPD RIJCOSX def2/J DEFGRID3
* xyz 0 1
C -0.55826 1.49173 1.59576
C 0.91228 1.52560 1.78031
C 1.51090 0.12120 1.72897
N 1.01489 -0.55877 0.40624
C 1.70675 -0.22303 -0.86148
C -0.01903 -1.39596 0.46745
O -0.40366 -2.02978 1.45479
C -0.75429 -1.84686 -0.87003
N -1.55676 -0.96952 -1.42731
C -2.60089 -1.50011 -2.39202
O -1.44570 0.24216 -1.29568
H -0.81209 0.46921 1.80323
H -1.14147 2.11372 2.31234
H -0.84939 1.76494 0.53699
H 1.22112 2.00695 2.68271
H 1.52963 2.10040 1.01024
H 2.55405 0.09982 1.72311
H 1.19692 -0.54185 2.49279
H 2.54372 -0.88470 -1.15913
H 0.87556 -0.38373 -1.64136
H 2.03714 0.79978 -0.73432
H -0.98553 -2.90721 -0.91993
H -2.67192 -2.48796 -2.04558
H -3.44823 -0.86046 -2.19348
H -2.39258 -1.35407 -3.47128
*
```

Atom charges from the Mulliken analysis, given in e for atoms 1 to 8: number 1, C, carries -0.63; number 2, C, carries -0.26; number 3, C, carries -1.13; number 4, N, carries 0.18; number 5, C, carries -0.79; number 6, C, carries 0.81; number 7, O, carries -0.64; number 8, C, carries -0.70



No. 3
Molecular formula: C7H14N2O3
Method: DFT, wB97M-V/def2-TZVPD

Computed properties:
Frontier orbital gap in eV: 9.820
Electronic energy in Ha: -610.27704
Energy above the lowest of the compared OMol25 structures with the same formula, charge and spin in kJ/mol: 337.3
SMILES string: CC(C)[C@H](NC(=O)CN)C(=O)O
LUMO energy in eV: 0.5

```
! wB97M-V def2-TZVPD RIJCOSX def2/J DEFGRID3
* xyz 0 1
C -2.32418 1.90910 -0.14983
C -0.94672 1.30160 -0.20099
C 0.00863 2.15835 0.52664
C -0.97419 -0.05474 0.57407
N 0.31984 -0.71846 0.76676
C 1.73744 -0.63151 0.44757
O 2.58309 -0.94440 1.28022
C 2.12121 -0.15503 -1.05183
N 3.09898 0.70514 -0.87728
C -1.85497 -1.10033 -0.14860
O -3.01687 -1.29482 -0.02134
O -1.05058 -1.90222 -0.85573
H -3.17044 1.24596 -0.53459
H -2.68900 2.37406 0.80882
H -2.31562 2.76889 -0.98207
H -0.54214 1.20489 -1.29014
H 1.07980 1.72789 0.44646
H -0.10144 2.01523 1.66068
H 0.07603 3.31122 0.22285
H -1.39556 0.11956 1.57134
H 0.15948 -1.48876 1.43639
H 1.21945 0.33455 -1.37020
H 2.23686 -1.12592 -1.38962
H 3.44291 1.13152 -1.76828
H 3.55406 0.63242 0.01481
H -0.21458 -1.59136 -1.26033
*
```

Atom charges from the Mulliken analysis, given in e for atoms 1 to 8: number 1, C, carries -1.40; number 2, C, carries 0.77; number 3, C, carries -1.04; number 4, C, carries -0.07; number 5, N, carries -0.11; number 6, C, carries 0.18; number 7, O, carries -0.63; number 8, C, carries -0.17



No. 4
Molecular formula: C7H14N2O3
Method: DFT, wB97M-V/def2-TZVPD

Computed properties:
Frontier orbital gap in eV: 10.138
Electronic energy in Ha: -610.31539
Energy above the lowest of the compared OMol25 structures with the same formula, charge and spin in kJ/mol: 236.7
SMILES string: CC(C)[C@H](NC(=O)CN)C(=O)O
LUMO energy in eV: 0.6

```
! wB97M-V def2-TZVPD RIJCOSX def2/J DEFGRID3
* xyz 0 1
C -1.49346 -2.16827 0.01726
C -1.62006 -0.65600 0.29255
C -2.79139 -0.01593 -0.64403
C -0.38020 0.17258 0.08223
N 0.70662 -0.27244 1.01611
C 2.07747 -0.06057 0.75880
O 2.84248 -0.47506 1.61455
C 2.45006 0.55248 -0.59373
N 3.60486 -0.12638 -1.04652
C -0.56468 1.68046 0.21389
O -0.28878 2.57476 -0.50315
O -0.88491 1.91804 1.48995
H -0.95519 -2.36107 -0.93271
H -0.82409 -2.71643 0.84105
H -2.41355 -2.66791 -0.00891
H -1.91584 -0.55189 1.27663
H -2.22730 -0.08626 -1.54301
H -3.88161 -0.41290 -0.45853
H -2.88055 1.04315 -0.55937
H -0.02723 0.09957 -0.95798
H 0.32113 -0.76385 1.82181
H 1.52406 0.40502 -0.99925
H 2.53740 1.62782 -0.61398
H 4.20943 0.12315 -0.33756
H 3.83071 0.23621 -1.94949
H -0.95537 2.90173 1.72340
*
```

Atom charges from the Mulliken analysis, given in e for atoms 1 to 8: number 1, C, carries -1.37; number 2, C, carries -0.05; number 3, C, carries -1.40; number 4, C, carries 0.07; number 5, N, carries -0.01; number 6, C, carries 0.45; number 7, O, carries -0.65; number 8, C, carries -0.16



No. 5
Molecular formula: C7H14N2O3
Method: DFT, wB97M-V/def2-TZVPD

Computed properties:
Frontier orbital gap in eV: 9.419
Electronic energy in Ha: -610.04117
Energy above the lowest of the compared OMol25 structures with the same formula, charge and spin in kJ/mol: 956.6
LUMO energy in eV: 0.0

```
! wB97M-V def2-TZVPD RIJCOSX def2/J DEFGRID3
* xyz 0 1
C -0.99851 -0.33086 -0.28556
C 0.41691 0.15847 -0.68114
C -1.68292 0.77341 0.81162
C -3.14196 0.10718 1.03972
C -0.65565 1.24958 2.02339
C 2.95024 -0.41267 -0.81600
C 2.93075 -0.07347 -2.39683
H -0.00698 -2.28596 -0.26720
H -0.96254 -1.76562 1.47303
H -1.67019 -0.49799 -1.20949
H -1.88352 1.55220 0.07593
H -4.28947 0.93890 1.21882
H -2.95895 -0.59707 2.09013
H -3.54095 -0.84651 0.05452
H 0.24371 1.76074 1.48090
H -1.29232 2.09493 2.51743
H -0.12450 0.48493 2.67242
H 1.20408 -1.41299 0.56321
H 3.66123 0.33851 0.01679
H 3.41282 -1.67162 -0.64366
H 1.70919 1.47679 -2.23742
N -1.00920 -1.72417 0.24885
N 1.47388 -0.71002 -0.50262
O 0.27496 1.22146 -1.27167
O 3.82838 -0.65012 -3.03740
O 2.11152 0.82197 -2.93777
*
```

Atom charges from the Mulliken analysis, given in e for atoms 1 to 8: number 1, C, carries 0.36; number 2, C, carries -0.03; number 3, C, carries 0.00; number 4, C, carries -0.82; number 5, C, carries -0.87; number 6, C, carries -0.54; number 7, C, carries 0.64; number 8, H, carries 0.35